Entry 1:
# C60H54N3P4SiTi

C60H54N3P4SiTi as an isolated structure (ωB97M-V/def2-TZVPD, the Open Molecules 2025 dataset).

Properties
Net charge = +2
F_max = 0.862 eV Å⁻¹
HOMO energy (spin up / spin down) = -12.93 / -12.84 eV
2S+1 = 2
LUMO energy (spin up / spin down) = -5.63 / -5.42 eV
Expectation value of S² = 0.76
Orbital gap (spin up / spin down) = 7.3 / 7.4 eV

```
123
Properties=species:S:1:pos:R:3:forces:R:3
Ti 0.19998 -0.13787 0.03919 -0.06 -0.01 0.86
C 2.94015 4.07741 1.59077 0.00 0.01 0.02
C 2.58421 3.05097 2.45809 0.00 0.01 -0.05
C 2.55080 1.74324 1.99862 0.01 0.06 -0.10
C 2.85648 1.43836 0.66654 0.23 -0.08 0.13
C 3.25556 2.47443 -0.17675 -0.07 0.02 -0.06
C 3.28843 3.78457 0.27944 -0.04 0.00 0.02
P 2.75087 -0.30513 0.09349 -0.03 0.37 -0.34
C 3.80837 -1.25505 1.20577 -0.02 -0.09 -0.01
C 4.89702 -0.68046 1.86046 0.01 -0.02 0.10
C 5.72542 -1.47325 2.64323 -0.02 -0.01 0.01
C 5.47884 -2.83618 2.76784 0.03 0.05 0.02
C 4.40527 -3.41518 2.10572 -0.03 0.05 -0.04
C 3.57200 -2.62366 1.32760 0.03 -0.08 -0.04
C 3.58042 -0.30183 -1.52386 0.03 -0.15 0.02
C 4.88080 -0.75364 -1.71535 0.10 0.03 -0.02
C 5.44238 -0.70311 -2.98558 0.02 -0.02 0.07
C 4.71049 -0.20471 -4.05336 -0.06 0.03 0.00
C 3.40592 0.23239 -3.85865 0.02 -0.01 0.06
C 2.81705 0.18424 -2.59240 0.21 -0.04 -0.20
Si 1.04950 0.65363 -2.21686 0.02 -0.05 0.02
C 0.78278 2.50748 -2.21555 0.08 0.25 -0.16
C 1.54049 3.40108 -2.98458 -0.04 -0.05 0.08
C 1.27139 4.76008 -2.96423 -0.03 0.01 0.04
C 0.22313 5.25406 -2.18970 0.05 0.00 -0.05
C -0.55234 4.38604 -1.44145 -0.02 0.00 -0.02
C -0.25815 3.02115 -1.43293 -0.12 0.12 0.03
P -1.35696 1.80927 -0.62648 0.06 0.30 -0.34
C -2.86175 1.95734 -1.66859 0.03 -0.08 0.03
C -2.69297 1.84866 -3.05158 0.01 0.12 -0.02
C -3.78039 1.95445 -3.90440 0.02 0.02 0.03
C -5.05171 2.18145 -3.38902 0.02 0.00 -0.02
C -5.22201 2.31228 -2.02040 0.07 0.02 0.03
C -4.13417 2.19680 -1.16170 -0.08 0.10 -0.04
C -1.85240 2.39676 1.02239 -0.08 0.00 0.01
C -2.90287 1.71853 1.65476 0.01 0.01 0.09
C -3.42286 2.19079 2.85332 0.09 -0.05 -0.01
C -2.86989 3.31614 3.45452 0.04 -0.02 0.01
C -1.77975 3.94750 2.86907 0.03 -0.02 -0.02
C -1.26895 3.49225 1.65790 -0.03 0.02 0.04
C -0.05798 -0.13778 -3.49986 -0.08 -0.10 -0.19
C 0.02152 0.27422 -4.83702 0.02 -0.04 0.02
C -0.72776 -0.34216 -5.82501 -0.02 -0.02 0.03
C -1.56449 -1.40434 -5.49568 0.00 -0.01 0.02
C -1.66573 -1.82220 -4.17907 -0.04 -0.03 -0.01
C -0.93614 -1.17803 -3.17676 -0.10 -0.10 -0.04
P -1.13932 -1.71624 -1.44051 0.03 0.08 -0.50
C -2.91755 -1.65644 -1.06537 0.01 -0.18 0.07
C -3.86625 -1.06141 -1.88951 -0.06 0.06 -0.06
C -5.20493 -1.04635 -1.51130 0.03 -0.03 -0.02
C -5.60578 -1.61589 -0.31286 0.02 -0.01 0.02
C -4.66403 -2.21511 0.51755 0.05 0.05 -0.02
C -3.33051 -2.23569 0.13922 -0.10 -0.03 0.01
C -0.66999 -3.46754 -1.43388 0.10 0.06 -0.01
C 0.69934 -3.73514 -1.38547 0.01 -0.07 0.04
C 1.16639 -5.03505 -1.49416 -0.01 0.03 0.02
C 0.26349 -6.07888 -1.64631 -0.06 -0.02 0.00
C -1.10063 -5.81977 -1.68617 -0.02 0.05 0.02
C -1.57233 -4.51577 -1.58267 0.00 -0.12 0.03
H 2.97797 5.10010 1.94649 -0.01 -0.04 -0.01
H 2.35958 3.26815 3.49570 0.01 0.00 -0.03
H 2.35816 0.94459 2.69930 0.02 -0.05 0.01
H 3.55064 2.26049 -1.19460 0.01 0.00 -0.01
H 3.59633 4.57675 -0.39207 0.00 -0.03 0.03
H 5.09959 0.37996 1.76469 -0.01 -0.02 -0.01
H 6.56930 -1.02743 3.15391 -0.02 -0.01 -0.01
H 6.13000 -3.44845 3.37892 -0.02 0.03 -0.02
H 4.21827 -4.47777 2.19656 0.00 0.03 -0.01
H 2.73839 -3.07919 0.80124 -0.02 0.00 0.02
H 5.45862 -1.14864 -0.88838 -0.02 0.01 0.00
H 6.45231 -1.06049 -3.14078 -0.02 0.01 0.01
H 5.15055 -0.17060 -5.04233 -0.02 -0.01 0.03
H 2.84125 0.58800 -4.71337 0.03 -0.01 0.04
H 2.35516 3.03086 -3.60242 -0.06 0.01 0.07
H 1.86835 5.44039 -3.56025 -0.03 -0.03 0.02
H 0.00094 6.31386 -2.18918 0.01 -0.03 0.00
H -1.39931 4.76880 -0.88447 0.01 0.00 0.03
H -1.70971 1.69668 -3.47626 -0.05 0.03 0.04
H -3.63095 1.87256 -4.97387 0.00 0.00 0.02
H -5.90118 2.27523 -4.05394 0.03 -0.01 0.01
H -6.20424 2.51124 -1.61062 0.02 0.00 0.00
H -4.30170 2.31856 -0.10253 -0.02 0.03 -0.04
H -3.35528 0.85120 1.18058 0.04 -0.02 0.05
H -4.26595 1.68848 3.31239 0.03 0.00 -0.02
H -3.28141 3.69348 4.38316 0.02 -0.02 -0.06
H -1.33557 4.81213 3.34731 -0.01 -0.04 -0.03
H -0.43026 4.00363 1.20294 0.00 0.01 -0.01
H 0.67342 1.09903 -5.11213 -0.06 -0.03 0.03
H -0.65551 -0.00418 -6.85193 0.00 -0.03 0.04
H -2.13610 -1.90562 -6.26650 0.01 0.01 0.03
H -2.31625 -2.65556 -3.93445 0.00 0.04 0.01
H -3.57277 -0.58995 -2.81949 -0.04 -0.12 0.06
H -5.93486 -0.58316 -2.16271 0.03 -0.04 0.01
H -6.65112 -1.60720 -0.02992 0.04 0.00 -0.01
H -4.97067 -2.67927 1.44699 0.02 0.00 -0.03
H -2.61520 -2.75235 0.76501 0.06 -0.02 0.04
H 1.40726 -2.91963 -1.27983 0.04 0.08 -0.03
H 2.23001 -5.23505 -1.46310 -0.01 0.01 -0.01
H 0.62426 -7.09595 -1.73520 -0.03 0.03 0.01
H -1.80242 -6.63605 -1.80021 0.01 0.03 0.00
H -2.63881 -4.32696 -1.60882 0.01 0.02 -0.03
C -0.35820 -2.62309 4.93637 0.00 0.14 -0.08
N -1.48627 -1.85229 4.40290 0.09 0.05 -0.04
C -1.64051 -0.62482 5.18912 0.10 -0.01 -0.08
N -0.42072 0.18510 5.25045 0.03 -0.07 0.03
C 0.67292 -0.64620 5.76646 -0.07 0.01 -0.12
N 0.89128 -1.86089 4.97875 -0.02 0.04 -0.01
C 1.41533 -1.57155 3.65343 -0.17 0.20 0.07
P 0.22121 -0.50817 2.67950 -0.23 -0.43 0.03
C -1.30114 -1.55541 2.98817 0.16 0.11 0.29
C -0.08212 0.79192 3.97400 0.12 -0.21 0.04
H -0.21616 -3.52015 4.33279 0.00 -0.02 -0.02
H -0.60480 -2.92642 5.95308 -0.01 0.00 0.03
H -1.91188 -0.90610 6.20574 0.00 -0.01 0.03
H -2.44739 -0.02647 4.76550 -0.03 0.03 -0.02
H 0.42259 -0.94501 6.78385 -0.01 0.01 0.02
H 1.59255 -0.06000 5.79403 0.01 0.01 -0.01
H 1.59848 -2.49175 3.10514 -0.01 -0.13 -0.01
H 2.37006 -1.04935 3.73389 0.07 -0.02 0.04
H -1.18788 -2.48964 2.44047 0.01 -0.13 -0.08
H -2.17818 -1.03954 2.59860 -0.10 0.05 -0.01
H -0.86565 1.45622 3.62785 -0.21 0.12 0.02
H 0.82753 1.38121 4.08364 -0.01 0.07 0.05
```
Forces are in eV/Å.

Entry 2:
# C8H20O2

A 3-piece molecular cluster, C8H20O2 overall in a non-equilibrium geometry (ωB97M-V/def2-TZVPD, the Open Molecules 2025 dataset).

Properties
F_max = 1.818 eV Å⁻¹
HOMO energy = -10.53 eV
LUMO energy = 0.83 eV
Orbital gap = 11.4 eV
SMILES = CC(=O)O.CC(C)C.CC

```
30
Properties=species:S:1:pos:R:3:forces:R:3
C 3.09933 1.33464 1.47940 0.00 -0.36 -0.46
C 1.64876 1.06712 1.19812 -0.91 1.53 0.37
O 0.94105 1.72933 0.46537 0.59 -0.59 0.33
O 1.14298 0.14414 2.02650 -0.01 -0.58 0.13
H 3.60750 0.40733 1.72436 0.13 -0.04 0.02
H 3.16921 1.99928 2.33729 -0.09 0.05 0.07
H 3.55723 1.81446 0.61839 -0.02 -0.01 0.03
H 0.18136 0.06361 1.89559 0.24 0.14 -0.19
C -3.53061 0.71890 0.50414 0.28 0.00 -0.02
C -2.17271 0.15636 0.08974 -0.15 -0.10 -0.03
C -1.85540 -1.10757 0.88988 0.05 0.26 -0.16
C -2.14963 -0.14599 -1.40664 0.09 0.14 0.24
H -3.74365 1.63963 -0.03443 -0.08 0.09 -0.04
H -4.32213 0.00352 0.28602 -0.12 -0.08 -0.01
H -3.54971 0.93633 1.57069 -0.06 0.03 0.10
H -1.40656 0.91258 0.29211 -0.04 -0.05 -0.01
H -2.60938 -1.87162 0.70028 -0.04 -0.08 0.03
H -1.85292 -0.90325 1.96153 -0.01 -0.05 0.13
H -0.88746 -1.51955 0.60274 0.08 -0.08 0.01
H -2.38038 0.74920 -1.98007 -0.03 0.06 -0.11
H -1.16611 -0.49769 -1.71122 0.10 -0.06 -0.09
H -2.88337 -0.91243 -1.65406 -0.08 -0.09 -0.05
C 2.28639 -0.14591 -1.75636 -0.77 0.49 0.13
C 2.01074 -1.53653 -1.20334 0.05 0.15 -0.03
H 1.60717 0.60999 -1.28715 0.76 -0.63 -0.57
H 2.10624 -0.11964 -2.83129 0.04 0.02 -0.05
H 3.32353 0.13826 -1.59281 0.07 0.15 0.08
H 0.99299 -1.84870 -1.43531 -0.03 -0.09 0.04
H 2.69965 -2.26360 -1.62722 0.00 -0.15 -0.02
H 2.13588 -1.55218 -0.12227 -0.04 -0.10 0.13
```
Forces are in eV/Å.

Entry 3:
# C3H4O2S2

An isolated molecule of C3H4O2S2 in a non-equilibrium geometry (ωB97M-V/def2-TZVPD, the Open Molecules 2025 dataset).

Properties
F_max = 2.918 eV Å⁻¹
HOMO energy (spin up / spin down) = -8.67 / -7.50 eV
LUMO energy (spin up / spin down) = -0.54 / -2.11 eV
Orbital gap (spin up / spin down) = 8.1 / 5.4 eV

```
11
Properties=species:S:1:pos:R:3:forces:R:3
C 0.70619 0.62831 -0.24959 -2.01 -1.77 -1.15
C 1.57495 -0.56869 0.27764 1.26 0.78 -1.67
C -1.98395 0.08963 0.18568 -1.12 -1.69 -1.40
O -3.33157 -0.04154 0.33848 1.06 0.25 0.95
O -2.67478 -0.01615 -0.99327 0.91 0.22 0.07
S -0.71511 0.95005 0.81643 -0.62 1.31 1.22
S 0.61085 -2.05014 0.57285 -0.17 0.57 0.14
H 1.05447 1.66783 -0.13954 0.88 -0.63 -0.92
H 0.20960 0.28426 -1.24612 1.30 1.25 1.37
H 2.28845 -0.83324 -0.56807 -0.91 0.46 0.70
H 2.26091 -0.11032 1.00551 -0.57 -0.74 0.69
```
Forces are in eV/Å.

Entry 4:
# C21H23N3O

An isolated molecule of C21H23N3O (ωB97M-V/def2-TZVPD, the Open Molecules 2025 dataset).

Properties
F_max = 0.771 eV Å⁻¹
HOMO energy = -8.03 eV
LUMO energy = 0.65 eV
Orbital gap = 8.7 eV
SMILES = CCn1c([C@H]2CC(=O)N(c3ccc(C)c(C)c3)C2)nc2ccccc21

```
48
Properties=species:S:1:pos:R:3:forces:R:3
C -4.31703 -2.23015 -1.09102 0.05 0.04 0.22
C -4.00384 -1.81590 0.34621 -0.23 -0.32 -0.24
N -3.18883 -0.63032 0.40123 0.18 0.18 0.07
C -1.85955 -0.50297 0.71735 0.05 0.15 0.14
C -1.00198 -1.65532 1.13175 0.05 -0.13 0.07
C -0.61975 -2.53643 -0.06020 -0.01 0.00 -0.04
C 0.69901 -1.94894 -0.55285 -0.35 -0.39 -0.20
O 1.19265 -2.18407 -1.63227 0.07 -0.04 -0.19
N 1.20240 -1.17230 0.43938 -0.10 0.21 0.22
C 2.40604 -0.45213 0.40336 0.40 0.13 0.00
C 3.00842 -0.03492 1.58643 -0.18 -0.12 -0.04
C 4.19178 0.67831 1.54223 0.04 0.03 -0.11
C 4.80905 0.99300 0.34145 -0.03 -0.03 0.11
C 6.09317 1.76438 0.32456 -0.06 -0.04 -0.03
C 4.20746 0.57372 -0.84867 -0.09 -0.03 0.19
C 4.83462 0.89076 -2.17175 -0.03 -0.01 0.05
C 3.01889 -0.13610 -0.80554 -0.03 -0.01 -0.13
C 0.36312 -1.15430 1.62164 -0.13 0.01 0.36
N -1.43086 0.72380 0.64610 0.54 -0.10 0.12
C -2.50579 1.47982 0.25872 -0.68 -0.34 -0.15
C -2.61229 2.84726 0.03509 -0.01 -0.12 0.01
C -3.84656 3.33912 -0.33280 0.04 0.19 -0.01
C -4.95639 2.50361 -0.47203 -0.13 -0.02 -0.02
C -4.87079 1.14268 -0.25685 -0.15 -0.15 0.00
C -3.63089 0.63879 0.10342 0.33 0.62 -0.02
H -4.95272 -3.11159 -1.08958 -0.08 -0.09 -0.04
H -3.40563 -2.46100 -1.63720 0.05 -0.02 -0.05
H -4.83041 -1.42789 -1.61443 -0.05 0.04 -0.07
H -4.93957 -1.61200 0.87900 0.15 -0.08 0.05
H -3.48379 -2.62522 0.86295 -0.07 0.11 0.04
H -1.51601 -2.22204 1.91423 0.09 0.04 -0.06
H -0.44394 -3.57091 0.24306 0.02 0.00 -0.03
H -1.34863 -2.53599 -0.86768 0.05 -0.03 -0.02
H 2.57059 -0.26481 2.54451 -0.08 -0.03 0.09
H 4.64671 0.99483 2.47045 0.05 0.03 0.08
H 6.40695 2.01175 1.33562 0.06 0.04 0.04
H 6.88364 1.18426 -0.15120 0.12 0.03 -0.03
H 5.97831 2.68986 -0.23904 0.08 0.09 -0.03
H 4.24406 0.47630 -2.98398 0.00 0.00 -0.08
H 5.84118 0.47738 -2.22758 0.09 0.01 -0.08
H 4.91159 1.96887 -2.31114 0.05 0.07 -0.08
H 2.56193 -0.45724 -1.72633 -0.02 -0.02 -0.04
H 0.76718 -1.82466 2.39065 -0.05 0.08 -0.02
H 0.28919 -0.13808 2.01167 0.05 -0.13 0.01
H -1.75351 3.48845 0.15072 0.11 0.08 0.01
H -3.96560 4.39703 -0.51460 0.00 0.08 -0.02
H -5.90579 2.93417 -0.75446 -0.07 0.02 -0.02
H -5.73783 0.50715 -0.36059 -0.09 -0.05 -0.03
```
Forces are in eV/Å.